# 1
Below is a molecular structure, C5H10O2 in a non-equilibrium geometry, with properties calculated with ωB97M-V with the def2-TZVPD basis set.

Multiplicity: 1
Molar mass: 102.13 g/mol
Highest occupied orbital energy: -0.344 Ha
ΔE to the lowest compared entry with this formula, charge and spin: 431.5 kJ/mol
E_tot: -9438.57129 eV
LUMO level: 1.056 eV

Last column: natural (NBO) charge in e.
Positions of all 17 atoms, in Å:
O: 2.718 -0.259 -1.355  -0.7129
C: 2.035 -0.627 -0.156  -0.0971
C: 0.509 -0.302 -0.197  0.1217
C: -1.134 -0.841 0.667  -0.4414
C: -1.852 0.281 -0.110  -0.4671
C: -0.865 1.320 0.422  -0.0656
O: 0.403 1.086 -0.146  -0.5509
H: 2.695 0.701 -1.470  0.4738
H: 2.510 -0.140 0.705  0.1706
H: 2.192 -1.703 -0.093  0.1846
H: 0.116 -0.694 -1.141  0.1566
H: -1.619 -0.806 1.682  0.2135
H: -1.159 -1.878 0.383  0.2013
H: -2.879 0.534 0.185  0.2202
H: -1.852 0.108 -1.190  0.2125
H: -0.733 0.830 1.424  0.1830
H: -1.085 2.390 0.389  0.1974

# 2
Below is 4 unconnected molecules or ions with the total composition C25H46BrN2O5 in a non-equilibrium geometry, with properties calculated with ωB97M-V with the def2-TZVPD basis set.

Multiplicity: 1
Molar mass: 534.56 g/mol
Highest occupied orbital energy: -0.403 Ha
Charge: +1
E_tot: -109920.64546 eV
LUMO level: -3.906 eV

Last column: Mulliken charge in e.
Positions of all 79 atoms, in Å:
C: 0.437 4.450 -0.415  -1.1194
C: 1.635 4.358 -1.356  -0.0161
C: 3.026 4.233 -0.680  -1.5470
C: 2.928 3.595 0.691  0.2589
C: 2.895 2.188 0.786  0.8066
C: 2.930 1.288 -0.425  -1.2077
C: 1.697 0.360 -0.722  -0.1323
C: 0.379 0.748 -0.075  -1.1530
Br: 2.121 -1.535 -0.430  -0.1536
C: 2.856 1.674 2.066  0.4409
C: 2.872 0.225 2.337  -1.4931
C: 2.833 2.631 3.105  0.6846
C: 2.788 2.149 4.537  -0.9129
O: 1.463 1.671 4.728  -0.1398
O: 1.102 2.029 6.065  -0.4414
N: 2.823 3.922 2.981  -0.9956
N: 2.880 4.401 1.741  0.9636
C: 2.883 5.865 1.674  -0.8457
H: 0.503 5.273 0.293  0.1806
H: -0.462 4.618 -1.002  0.4623
H: 0.262 3.544 0.154  0.2100
H: 1.495 3.447 -1.941  0.1652
H: 1.597 5.164 -2.080  0.4556
H: 3.583 5.161 -0.664  0.4878
H: 3.629 3.550 -1.262  0.4528
H: 3.779 0.622 -0.275  0.7737
H: 3.130 1.822 -1.344  0.1579
H: 1.534 0.416 -1.789  0.5638
H: -0.310 -0.075 -0.250  0.6299
H: -0.025 1.591 -0.626  0.0200
H: 0.415 0.886 1.001  0.2656
H: 3.632 -0.304 1.771  0.3775
H: 2.933 -0.003 3.390  0.4533
H: 1.918 -0.178 2.007  0.1872
H: 3.490 1.336 4.710  0.4661
H: 2.942 2.981 5.213  0.4075
H: 0.280 1.536 6.184  0.3238
H: 3.079 6.221 2.677  0.3403
H: 1.919 6.252 1.373  0.2927
H: 3.692 6.224 1.054  0.3612
C: -4.283 0.355 -2.804  -0.4095
C: -3.524 -0.737 -3.548  -0.4852
C: -2.243 -0.017 -3.938  -0.4546
O: -1.993 0.959 -2.915  -0.3537
C: -3.159 1.081 -2.086  -0.3785
H: -5.043 -0.025 -2.123  0.1777
H: -4.767 1.025 -3.518  0.2751
H: -3.299 -1.563 -2.868  0.2060
H: -4.061 -1.141 -4.405  0.3907
H: -2.357 0.509 -4.891  0.2549
H: -1.387 -0.688 -4.013  0.2656
H: -2.940 0.610 -1.120  0.2041
H: -3.377 2.136 -1.916  0.3253
C: -8.266 -2.489 0.233  -0.5579
C: -7.518 -3.591 -0.512  -0.5263
C: -6.234 -2.879 -0.907  -0.3411
O: -5.974 -1.905 0.109  -0.3945
C: -7.129 -1.770 0.946  -0.3835
H: -9.027 -2.860 0.917  0.3457
H: -8.747 -1.817 -0.481  0.2602
H: -7.296 -4.417 0.168  0.2642
H: -8.061 -3.992 -1.366  0.3331
H: -6.351 -2.353 -1.862  0.1951
H: -5.383 -3.556 -0.986  0.2881
H: -6.908 -2.236 1.912  0.2579
H: -7.334 -0.712 1.111  0.2623
C: 4.088 -6.610 -0.541  -0.5422
C: 5.112 -5.482 -0.628  -0.5819
C: 4.218 -4.251 -0.613  -0.4016
O: 3.065 -4.595 0.160  -0.3592
C: 3.043 -6.010 0.388  -0.4741
H: 4.497 -7.547 -0.168  0.3356
H: 3.654 -6.796 -1.526  0.2659
H: 5.754 -5.492 0.256  0.2814
H: 5.749 -5.532 -1.510  0.3388
H: 3.885 -3.986 -1.622  0.3155
H: 4.701 -3.379 -0.169  0.2375
H: 3.294 -6.192 1.438  0.2709
H: 2.040 -6.390 0.200  0.2604

# 3
Below is 5 unconnected molecules or ions with the total composition C18H46O3 in a non-equilibrium geometry, with properties calculated with ωB97M-V with the def2-TZVPD basis set.

Multiplicity: 1
SMILES string: CCCCCC.CCCCCC.CCO.CCO.CCO
Molar mass: 310.56 g/mol
Highest occupied orbital energy: -0.343 Ha
ΔE to the lowest compared entry with this formula, charge and spin: 0.0 kJ/mol
E_tot: -25546.61545 eV
LUMO level: 0.755 eV

Last column: natural (NBO) charge in e.
Positions of all 67 atoms, in Å:
C: 36.243 119.473 45.595  -0.5967
C: 36.084 120.622 44.577  -0.3551
C: 37.087 121.738 44.693  -0.4105
C: 36.929 122.553 45.992  -0.3790
C: 38.057 123.617 46.152  -0.3801
C: 37.768 124.446 47.395  -0.6066
H: 37.077 118.964 45.539  0.1965
H: 35.417 118.697 45.310  0.1946
H: 35.860 119.900 46.489  0.2087
H: 34.928 120.946 44.689  0.1692
H: 36.062 120.240 43.665  0.1909
H: 37.129 122.359 43.871  0.2008
H: 37.992 121.264 44.758  0.1900
H: 36.981 121.923 46.882  0.1964
H: 35.775 122.893 45.957  0.1802
H: 38.117 124.390 45.357  0.1983
H: 38.879 123.092 46.280  0.1889
H: 38.609 125.180 47.435  0.2172
H: 37.602 123.972 48.287  0.1967
H: 36.804 124.838 47.240  0.1971
C: 35.166 125.189 41.756  -0.6264
C: 36.592 125.830 41.642  -0.3817
C: 37.682 125.018 42.408  -0.4134
C: 39.054 125.612 42.145  -0.3967
C: 40.189 124.836 42.886  -0.3871
C: 41.505 125.524 42.630  -0.5936
H: 34.859 124.687 42.681  0.2091
H: 35.003 124.558 40.905  0.2092
H: 34.480 126.044 41.455  0.2051
H: 36.545 126.873 41.891  0.1972
H: 36.964 125.741 40.656  0.1923
H: 37.628 123.986 42.281  0.1974
H: 37.252 125.077 43.328  0.1947
H: 39.109 126.721 42.273  0.2053
H: 39.072 125.758 40.945  0.1946
H: 40.176 123.905 42.532  0.1938
H: 40.088 124.877 43.984  0.1981
H: 41.923 125.156 41.687  0.2010
H: 42.126 125.218 43.393  0.2005
H: 41.367 126.559 42.735  0.2024
C: 38.018 127.720 44.929  -0.6204
C: 37.277 127.961 46.105  -0.0394
O: 38.224 128.411 47.148  -0.8068
H: 37.332 127.065 44.400  0.2077
H: 38.837 127.149 44.851  0.2128
H: 38.312 128.620 44.194  0.1963
H: 36.724 127.023 46.554  0.1588
H: 36.598 128.613 45.842  0.1558
H: 37.991 128.391 48.174  0.5122
C: 36.190 127.273 49.728  -0.6238
C: 36.908 128.360 50.653  -0.0658
O: 38.098 128.727 49.984  -0.7082
H: 36.821 126.419 49.759  0.2155
H: 35.817 127.613 48.876  0.2136
H: 35.411 126.838 50.348  0.2032
H: 36.892 127.801 51.518  0.1604
H: 36.339 129.155 50.812  0.1548
H: 38.490 129.250 50.588  0.4699
C: 33.749 125.338 47.525  -0.6021
C: 33.725 126.170 46.294  -0.0538
O: 34.023 127.472 46.470  -0.7234
H: 34.491 125.633 48.167  0.2100
H: 34.020 124.470 47.230  0.2041
H: 32.734 125.128 48.095  0.1955
H: 32.713 126.038 45.952  0.1500
H: 34.418 125.849 45.564  0.1501
H: 34.002 127.982 45.670  0.4734

# 4
Below is 2 unconnected molecules or ions with the total composition C3H4FN in a non-equilibrium geometry, with properties calculated with ωB97M-V with the def2-TZVPD basis set.

Multiplicity: 3
Molar mass: 73.07 g/mol
Highest occupied orbital energy (alpha / beta): -0.320 / -0.464 Ha
ΔE to the lowest compared entry with this formula, charge and spin: 146.9 kJ/mol
E_tot: -7377.17745 eV
LUMO level (alpha / beta): 1.135 / -4.480 eV

Last column: Löwdin spin population.
Positions of all 9 atoms, in Å:
C: -3.058 -1.413 0.492  0.7848
C: -0.136 -0.586 -0.439  0.7365
C: 0.199 0.277 0.690  0.1367
N: -4.182 -1.601 0.591  0.1913
F: 0.719 -0.419 1.746  0.0004
H: 0.115 -1.628 -0.409  0.0445
H: -0.617 -0.169 -1.299  0.0419
H: -0.674 0.833 1.069  0.0298
H: 0.960 1.030 0.410  0.0341

# 5
Below is C2HF4IO in the gas phase in a non-equilibrium geometry, with properties calculated with ωB97M-V with the def2-TZVPD basis set.

Multiplicity: 1
SMILES string: OC(F)(F)C(F)(F)I
Molar mass: 243.93 g/mol
Highest occupied orbital energy: -0.382 Ha
ΔE to the lowest compared entry with this formula, charge and spin: 85.6 kJ/mol
E_tot: -23107.07054 eV
LUMO level: -0.399 eV

Last column: natural (NBO) charge in e.
Positions of all 9 atoms, in Å:
C: 0.447 0.112 -0.434  0.8195
C: -0.894 0.261 0.228  0.5369
O: 1.294 -0.976 0.438  -0.7269
F: 0.437 -0.395 -1.638  -0.2888
F: 1.119 1.241 -0.482  -0.2964
F: -0.561 0.377 1.556  -0.3122
F: -1.604 1.328 -0.290  -0.3198
I: -2.206 -1.469 -0.172  0.1211
H: 1.968 -0.479 0.794  0.4667

# 6
Below is C25H19FN2O3 in the gas phase, with properties calculated with ωB97M-V with the def2-TZVPD basis set.

Multiplicity: 1
SMILES string: CCOC(=O)c1nn(-c2ccc(F)cc2)c(-c2ccccc2)c1C(=O)c1ccccc1
Molar mass: 414.44 g/mol
Highest occupied orbital energy: -0.325 Ha
E_tot: -38073.83607 eV
LUMO level: 0.109 eV

Last column: natural (NBO) charge in e.
Positions of all 50 atoms, in Å:
C: -0.240 -6.584 -0.848  -0.6223
C: -0.959 -5.560 0.009  -0.0730
H: -0.911 -5.823 1.072  0.1856
H: -2.015 -5.469 -0.271  0.1952
O: -0.326 -4.292 -0.178  -0.4863
C: -0.915 -3.254 0.402  0.7768
O: -1.918 -3.313 1.067  -0.5718
C: -0.186 -1.990 0.148  0.0681
N: 1.117 -1.856 0.291  -0.2199
N: 1.396 -0.570 0.068  -0.1614
C: 0.275 0.154 -0.200  0.1816
C: -0.786 -0.743 -0.156  -0.2162
C: -2.211 -0.494 -0.442  0.5669
O: -2.854 -1.229 -1.160  -0.5178
C: -2.773 0.742 0.158  -0.1532
C: -3.806 1.399 -0.506  -0.1579
C: -4.319 2.578 -0.001  -0.2183
C: -3.818 3.100 1.181  -0.1911
C: -2.814 2.432 1.865  -0.2050
C: -2.289 1.259 1.357  -0.1778
H: -1.520 0.730 1.900  0.2224
H: -2.439 2.830 2.796  0.2144
H: -4.217 4.022 1.576  0.2141
H: -5.111 3.091 -0.525  0.2154
H: -4.184 0.974 -1.423  0.2297
C: 0.218 1.598 -0.398  -0.1058
C: 0.841 2.463 0.500  -0.1379
C: 0.707 3.830 0.350  -0.2245
C: -0.047 4.347 -0.690  -0.2035
C: -0.665 3.492 -1.587  -0.1940
C: -0.536 2.124 -1.444  -0.1831
H: -1.013 1.454 -2.143  0.2235
H: -1.253 3.892 -2.400  0.2182
H: -0.154 5.416 -0.800  0.2169
H: 1.187 4.494 1.053  0.2173
H: 1.416 2.060 1.322  0.2122
C: 2.734 -0.149 0.084  0.1128
C: 3.188 0.845 -0.777  -0.2014
C: 4.514 1.232 -0.739  -0.2626
C: 5.372 0.607 0.149  0.3932
C: 4.943 -0.404 0.992  -0.2724
C: 3.615 -0.782 0.956  -0.1782
H: 3.244 -1.571 1.589  0.2437
H: 5.643 -0.879 1.661  0.2350
F: 6.663 0.987 0.187  -0.3205
H: 4.888 2.002 -1.394  0.2336
H: 2.514 1.309 -1.479  0.2351
H: -0.700 -7.559 -0.715  0.2157
H: 0.807 -6.639 -0.563  0.2135
H: -0.300 -6.302 -1.896  0.2147